C20H31N3O3 | ωB97M-V/def2-TZVPD

Each line ends with the Löwdin charge.
Positions of all 57 atoms, in Å:
C: -1.6610 3.4860 1.0020  -0.09
N: -0.7686 2.4804 0.4549  -0.31
C: -0.0212 1.8245 1.5124  -0.07
C: 0.1017 3.0528 -0.5614  -0.21
C: 0.8663 2.0175 -1.3868  -0.14
C: -0.0304 1.0297 -2.1590  -0.14
N: -0.2201 -0.2498 -1.5203  -0.04
C: 0.8033 -1.2556 -1.7371  -0.10
C: 1.9464 -1.1031 -0.7661  -0.21
C: 1.7111 -1.3054 0.5873  -0.05
C: 2.7094 -1.1390 1.5432  0.02
C: 3.9521 -0.7697 1.0882  -0.20
C: 4.2000 -0.5724 -0.2701  -0.20
C: 3.2157 -0.7283 -1.2148  0.05
O: 5.5122 -0.2135 -0.4458  0.03
C: 6.0873 -0.2120 0.8427  -0.16
O: 5.1032 -0.5391 1.7988  0.03
C: -1.4039 -0.6619 -0.9424  -0.51
O: -1.6181 -1.8426 -0.7215  0.04
N: -2.2777 0.3540 -0.6820  0.11
C: -3.5602 0.1028 -0.0402  -0.31
C: -3.4188 -0.5013 1.3609  -0.15
C: -4.7897 -0.6912 2.0008  -0.20
C: -5.6640 -1.5867 1.1289  -0.21
C: -5.8060 -0.9910 -0.2682  -0.20
C: -4.4349 -0.8031 -0.9084  -0.16
H: -1.1210 4.2971 1.5117  0.09
H: -2.2579 3.9177 0.1993  0.09
H: -2.3329 3.0141 1.7176  0.08
H: 0.5405 0.9877 1.1042  0.06
H: -0.7191 1.4359 2.2522  0.08
H: 0.6756 2.5106 2.0158  0.10
H: 0.8316 3.7460 -0.1062  0.12
H: -0.5302 3.6352 -1.2391  0.12
H: 1.5541 1.4563 -0.7559  0.09
H: 1.4695 2.5760 -2.1053  0.11
H: -1.0073 1.4802 -2.3459  0.12
H: 0.4359 0.8370 -3.1331  0.12
H: 1.1681 -1.1973 -2.7673  0.12
H: 0.3178 -2.2245 -1.5828  0.13
H: 0.7227 -1.6074 0.8984  0.12
H: 2.5232 -1.2963 2.5921  0.12
H: 3.4206 -0.5685 -2.2605  0.13
H: 6.9026 -0.9530 0.8836  0.14
H: 6.4968 0.7872 1.0618  0.14
H: -1.8260 1.2246 -0.3948  0.08
H: -4.0463 1.0840 0.0435  0.15
H: -2.7995 0.1527 1.9805  0.10
H: -2.9145 -1.4634 1.2690  0.11
H: -5.2739 0.2821 2.1212  0.11
H: -4.6761 -1.1327 2.9934  0.11
H: -6.6486 -1.7071 1.5866  0.11
H: -5.2030 -2.5733 1.0527  0.12
H: -6.3144 -0.0251 -0.2013  0.11
H: -6.4160 -1.6469 -0.8925  0.11
H: -4.5355 -0.3616 -1.9023  0.12
H: -3.9373 -1.7669 -1.0124  0.11

- SMILES: CN(C)CCCN(Cc1ccc2c(c1)OCO2)C(=O)NC1CCCCC1
- Relative energy (zero: lowest compared OMol25 entry of this formula, charge and spin): 171.3 kJ/mol
- LUMO: 0.7 eV
- HOMO-LUMO gap: 8.7 eV

=====

C20H31N3O4S | ωB97M-V/def2-TZVPD

Each line ends with the Löwdin charge.
Positions of all 59 atoms, in Å:
C: 5.1049 3.1639 -0.2257  -0.06
C: 3.7996 2.5452 -0.7005  -0.26
O: 2.7717 3.0004 0.1581  -0.05
C: 1.5033 2.5595 -0.0466  -0.27
C: 0.5403 3.0137 0.8559  0.02
C: -0.7748 2.6196 0.7470  -0.02
C: -1.1737 1.7388 -0.2580  -0.26
N: -2.5146 1.3129 -0.2977  -0.15
C: -3.0833 0.6934 -1.4814  -0.28
C: -3.1296 1.6545 -2.6652  -0.02
C: -2.3897 -0.6365 -1.8573  -0.46
O: -2.2581 -1.0033 -3.0007  0.09
N: -1.9642 -1.3132 -0.7617  0.07
N: -1.2660 -2.4724 -0.8711  0.13
C: -0.6682 -2.9752 0.1309  -0.30
C: 0.0238 -4.2814 -0.1263  -0.13
C: 1.4278 -4.3913 0.4681  -0.20
C: 2.4405 -3.4262 -0.1448  -0.20
C: 2.0938 -1.9409 -0.0162  -0.20
C: 1.7743 -1.4812 1.4141  -0.18
C: 0.2930 -1.1839 1.6458  -0.19
C: -0.6404 -2.3996 1.5223  -0.11
S: -3.2888 1.0088 1.1547  0.63
C: -4.1242 2.5730 1.5496  -0.10
O: -2.3258 0.7059 2.1714  -0.28
O: -4.3060 0.0270 0.9099  -0.29
C: -0.2180 1.3051 -1.1710  -0.02
C: 1.1021 1.7121 -1.0716  0.00
H: 5.9218 2.8391 -0.8637  0.08
H: 5.0346 4.2475 -0.2584  0.08
H: 5.3082 2.8613 0.7978  0.08
H: 3.8626 1.4488 -0.6636  0.12
H: 3.5901 2.8502 -1.7353  0.13
H: 0.8503 3.6812 1.6437  0.12
H: -1.4922 2.9758 1.4656  0.10
H: -4.1057 0.4197 -1.1986  0.14
H: -2.1519 2.0945 -2.8421  0.08
H: -3.8462 2.4512 -2.4838  0.08
H: -3.4234 1.0964 -3.5497  0.09
H: -2.1676 -0.9325 0.1599  0.10
H: 0.0546 -4.4382 -1.2049  0.12
H: -0.5953 -5.0726 0.3096  0.12
H: 1.3865 -4.2430 1.5475  0.09
H: 1.7862 -5.4100 0.3002  0.11
H: 2.5519 -3.6584 -1.2063  0.11
H: 3.4074 -3.6051 0.3346  0.11
H: 1.2535 -1.7077 -0.6687  0.10
H: 2.9515 -1.3778 -0.3935  0.10
H: 2.1212 -2.2257 2.1329  0.11
H: 2.3191 -0.5580 1.6254  0.10
H: -0.0178 -0.4110 0.9404  0.08
H: 0.1644 -0.7647 2.6458  0.11
H: -0.3357 -3.1685 2.2327  0.12
H: -1.6466 -2.0731 1.8067  0.11
H: -5.1885 2.3884 1.4858  0.06
H: -3.8205 3.3193 0.8277  0.06
H: -3.8459 2.8651 2.5540  0.07
H: -0.4814 0.6367 -1.9737  0.11
H: 1.8053 1.3425 -1.8003  0.11

- SMILES: CCOc1ccc(N([C@@H](C)C(=O)NN=C2CCCCCCC2)S(C)(=O)=O)cc1
- Relative energy (zero: lowest compared OMol25 entry of this formula, charge and spin): 340.0 kJ/mol
- LUMO: 0.5 eV
- HOMO-LUMO gap: 8.7 eV

=====

C20H31N3O7S | ωB97M-V/def2-TZVPD

Each line ends with the Löwdin charge.
Positions of all 62 atoms, in Å:
C: -5.2784 -1.1108 -5.3368  -0.12
O: -4.2416 -0.1670 -5.3669  -0.22
C: -4.3819 0.8309 -4.3737  -0.19
C: -3.2303 1.8381 -4.4998  -0.10
N: -2.2295 1.7188 -3.4542  -0.04
C: -1.0667 0.9124 -3.7468  -0.11
C: -1.4084 -0.5646 -3.9681  -0.19
O: -2.0369 -1.0780 -2.8121  -0.21
C: -2.2776 -2.4562 -2.8949  -0.10
C: -2.5463 2.2911 -2.2655  -0.41
O: -3.6268 2.8328 -2.1042  0.07
C: -1.4984 2.2825 -1.1625  -0.21
C: -1.7615 3.4052 -0.1541  -0.14
C: -0.6914 3.3776 0.9349  -0.17
C: -0.6141 1.9941 1.5845  -0.19
N: -0.4850 0.9284 0.6108  -0.22
S: 1.0736 0.7288 0.0193  0.69
O: 1.8210 1.9572 -0.0128  -0.28
O: 0.9878 -0.0219 -1.2021  -0.28
C: 1.7463 -0.3128 1.3047  -0.28
C: 1.2557 -1.5992 1.4298  -0.05
C: 1.7394 -2.4164 2.4313  -0.01
C: 2.7143 -1.9444 3.3146  -0.21
N: 3.1664 -2.8100 4.3063  0.15
C: 4.0951 -2.5811 5.2822  -0.55
O: 4.7060 -1.5672 5.4842  0.11
O: 4.2279 -3.7082 6.0179  -0.04
C: 5.1664 -3.6313 7.0822  -0.05
C: 3.2003 -0.6448 3.1783  0.01
C: 2.7114 0.1654 2.1693  -0.04
C: -1.5197 0.9506 -0.4011  -0.15
H: -5.3174 -1.6296 -4.3705  0.09
H: -5.0744 -1.8288 -6.1295  0.09
H: -6.2515 -0.6367 -5.5163  0.09
H: -4.3661 0.3771 -3.3737  0.13
H: -5.3476 1.3389 -4.5025  0.13
H: -2.7508 1.6937 -5.4688  0.13
H: -3.6374 2.8499 -4.4393  0.12
H: -0.3429 0.9663 -2.9364  0.09
H: -0.5972 1.2902 -4.6630  0.14
H: -2.0735 -0.6862 -4.8342  0.11
H: -0.4716 -1.1091 -4.1593  0.13
H: -2.7951 -2.7403 -1.9802  0.09
H: -1.3384 -3.0185 -2.9738  0.09
H: -2.9046 -2.6990 -3.7623  0.09
H: -0.4985 2.4233 -1.5837  0.14
H: -2.7549 3.2672 0.2774  0.12
H: -1.7545 4.3701 -0.6636  0.12
H: 0.2809 3.6049 0.4957  0.10
H: -0.9097 4.1236 1.7007  0.12
H: 0.2503 1.9290 2.2488  0.12
H: -1.5203 1.7948 2.1664  0.13
H: 0.5075 -1.9412 0.7334  0.12
H: 1.3669 -3.4251 2.5369  0.11
H: 2.7636 -3.7375 4.3117  0.16
H: 4.8832 -2.8440 7.7832  0.10
H: 6.1640 -3.4163 6.6949  0.10
H: 5.1466 -4.6025 7.5693  0.09
H: 3.9534 -0.2841 3.8585  0.10
H: 3.0771 1.1710 2.0344  0.12
H: -1.3510 0.1051 -1.0660  0.10
H: -2.4861 0.8236 0.0959  0.15

- SMILES: COCCN(CCOC)C(=O)[C@H]1CCCN(S(=O)(=O)c2ccc(NC(=O)OC)cc2)C1
- Relative energy (zero: lowest compared OMol25 entry of this formula, charge and spin): 5.8 kJ/mol
- LUMO: 0.5 eV
- HOMO-LUMO gap: 9.3 eV

=====

C20H31N5O4 | ωB97M-V/def2-TZVPD

Each line ends with the Löwdin charge.
Positions of all 60 atoms, in Å:
C: 0.0949 4.2082 -0.8351  -0.08
C: 1.2384 3.2466 -1.1506  -0.38
C: 0.7947 1.7901 -1.0555  -0.06
C: 2.4846 3.5724 -0.2896  -0.11
N: 2.8288 2.6199 0.7434  -0.06
N: 1.9605 2.4466 1.8316  0.09
C: 2.2942 1.2184 2.3900  -0.25
C: 1.6898 0.8212 3.7000  -0.02
C: 1.9050 -0.6665 3.9211  -0.49
O: 2.8180 -1.1021 4.6010  0.07
N: 1.0580 -1.4656 3.2538  -0.03
C: -0.0371 -1.2562 2.3050  -0.07
C: -0.0419 -2.7913 2.0583  -0.21
C: 0.3068 -3.2472 0.6490  -0.12
N: -0.8570 -3.4358 -0.2127  -0.10
C: -1.3920 -4.7841 -0.2508  -0.03
C: -1.3609 -2.3688 -0.8789  -0.40
O: -0.8728 -1.2517 -0.7224  0.04
C: -2.5188 -2.6380 -1.8237  0.00
C: -3.0605 -1.5146 -2.7065  -0.48
O: -3.7480 -1.8144 -3.6671  0.06
N: -2.8134 -0.2497 -2.3175  0.12
C: -3.2792 0.8643 -3.0856  -0.29
C: -2.8928 2.2290 -2.6261  -0.11
C: -2.3095 1.6667 -3.9020  -0.08
C: 1.1240 -2.9066 3.0748  -0.07
C: 3.1545 0.5553 1.5999  0.08
C: 3.4825 1.4237 0.4725  -0.47
O: 4.1436 1.2199 -0.5300  0.05
H: -0.2716 4.0510 0.1840  0.08
H: 0.4176 5.2477 -0.9205  0.08
H: -0.7415 4.0636 -1.5204  0.06
H: 1.5360 3.4289 -2.1873  0.13
H: 0.4511 1.5437 -0.0485  0.07
H: -0.0349 1.6119 -1.7423  0.05
H: 1.5996 1.1058 -1.3245  0.08
H: 3.3737 3.6097 -0.9167  0.13
H: 2.3733 4.5533 0.1796  0.12
H: 1.9870 3.2344 2.4706  0.16
H: 2.1836 1.3413 4.5219  0.13
H: 0.6284 1.0805 3.7049  0.13
H: -0.9439 -0.8540 2.7615  0.12
H: 0.2305 -0.6627 1.4315  0.10
H: -0.9542 -3.2824 2.3972  0.14
H: 0.9830 -2.5289 0.1831  0.14
H: 0.8203 -4.2102 0.6964  0.13
H: -2.3119 -4.8339 -0.8213  0.08
H: -0.6693 -5.4697 -0.6992  0.10
H: -1.6071 -5.1288 0.7634  0.09
H: -2.2637 -3.4501 -2.5046  0.13
H: -3.3761 -2.9896 -1.2430  0.14
H: -2.0836 -0.1287 -1.6247  0.11
H: -4.2682 0.7081 -3.4898  0.14
H: -3.6250 3.0209 -2.6931  0.10
H: -2.2374 2.2882 -1.7665  0.08
H: -1.2745 1.3521 -3.8762  0.10
H: -2.6477 2.0699 -4.8458  0.10
H: 2.0746 -3.2488 2.6569  0.13
H: 0.9170 -3.4733 3.9833  0.12
H: 3.5404 -0.4395 1.7437  0.13

- SMILES: CC(C)Cn1[nH]c(CC(=O)N2CC(CN(C)C(=O)CC(=O)NC3CC3)C2)cc1=O
- Relative energy (zero: lowest compared OMol25 entry of this formula, charge and spin): 144.3 kJ/mol
- LUMO: 0.4 eV
- HOMO-LUMO gap: 9.0 eV